Record 1
{
  "formula": "C33H42N4O3S2TeTi",
  "method": "wB97M-V/def2-TZVPD",
  "species": ["Ti", "C", "S", "C", "O", "H", "H", "H", "H", "H", "H", "C", "C", "O", "N", "Te", "C", "C", "C", "C", "C", "C", "C", "C", "C", "C", "C", "C", "C", "C", "C", "C", "C", "C", "H", "H", "H", "H", "H", "H", "H", "H", "H", "H", "H", "H", "H", "H", "H", "H", "H", "H", "H", "H", "H", "H", "H", "H", "H", "S", "C", "N", "C", "C", "C", "C", "H", "H", "H", "H", "H", "N", "C", "O", "C", "C", "C", "C", "N", "C", "H", "H", "H", "H", "H", "H"],
  "coordinates": [[-1.17, 1.12, -0.31], [3.15, 1.98, -1.71], [1.48, 2.56, -1.82], [1.08, 2.04, -3.48], [0.69, 1.59, -0.91], [3.18, 0.92, -1.95], [3.49, 2.17, -0.69], [3.74, 2.57, -2.41], [1.61, 2.70, -4.16], [0.01, 2.16, -3.61], [1.39, 1.00, -3.61], [-4.37, -0.07, -1.75], [-3.09, 0.31, -1.09], [-2.12, 0.81, -1.89], [-2.78, 0.22, 0.17], [-0.37, -1.68, -0.81], [-0.05, -3.18, 0.66], [0.47, -4.39, 0.18], [0.75, -4.68, -1.27], [0.73, -5.40, 1.11], [0.47, -5.24, 2.47], [0.77, -6.34, 3.45], [-0.09, -4.05, 2.89], [-0.37, -3.01, 2.01], [-1.02, -1.78, 2.57], [1.64, -1.49, -1.46], [2.68, -1.27, -0.54], [2.45, -1.00, 0.92], [3.99, -1.30, -1.01], [4.29, -1.50, -2.35], [5.71, -1.57, -2.83], [3.23, -1.67, -3.24], [1.91, -1.69, -2.82], [0.82, -1.98, -3.82], [-4.69, 0.72, -2.43], [-5.14, -0.29, -1.01], [-4.18, -0.96, -2.35], [-0.10, -4.43, -1.90], [0.96, -5.74, -1.40], [1.62, -4.13, -1.63], [1.13, -6.34, 0.76], [1.04, -7.26, 2.94], [-0.09, -6.54, 4.08], [1.60, -6.05, 4.10], [-0.34, -3.91, 3.94], [-2.04, -2.02, 2.90], [-1.09, -0.98, 1.84], [-0.47, -1.40, 3.43], [1.57, -0.37, 1.08], [3.31, -0.49, 1.35], [2.29, -1.92, 1.48], [4.80, -1.14, -0.31], [6.39, -1.08, -2.13], [5.83, -1.10, -3.81], [6.03, -2.61, -2.93], [3.45, -1.83, -4.30], [1.23, -2.05, -4.83], [0.04, -1.21, -3.82], [0.32, -2.93, -3.59], [-0.44, 1.65, 1.99], [-1.78, 1.60, 3.10], [-2.89, 0.88, 2.84], [-3.92, 0.76, 3.70], [-3.88, 1.38, 4.91], [-2.75, 2.14, 5.23], [-1.71, 2.25, 4.33], [-2.97, 0.44, 1.90], [-4.75, 0.16, 3.36], [-4.70, 1.28, 5.60], [-2.69, 2.65, 6.18], [-0.82, 2.82, 4.56], [0.57, 6.50, 0.49], [-0.39, 6.61, -0.46], [-0.43, 7.48, -1.30], [-1.42, 5.51, -0.49], [-2.72, 5.81, -0.89], [-3.65, 4.79, -0.96], [-3.24, 3.49, -0.71], [-1.98, 3.19, -0.37], [-1.10, 4.19, -0.23], [1.21, 7.27, 0.57], [0.40, 5.98, 1.34], [-2.98, 6.83, -1.13], [-4.68, 4.98, -1.23], [-3.94, 2.67, -0.78], [-0.11, 3.92, 0.09]],
  "orbital_gap_ev": 6.71,
  "fmax_ev_per_a": 0.81,
  "total_energy_ev": -99074.76592,
  "total_charge": 2,
  "lumo_energy_ev": -6.27,
  "relative_energy_kcal_mol": 4.2
}


Record 2
{
  "formula": "C33H42N4PS2SiTl",
  "method": "wB97M-V/def2-TZVPD",
  "species": ["Tl", "N", "P", "C", "C", "C", "C", "C", "C", "C", "C", "C", "C", "C", "C", "C", "C", "C", "C", "C", "N", "H", "H", "H", "H", "H", "H", "H", "H", "H", "H", "H", "H", "H", "H", "H", "S", "C", "C", "N", "C", "S", "C", "N", "C", "C", "C", "C", "Si", "C", "C", "C", "C", "C", "C", "C", "C", "H", "H", "H", "H", "H", "H", "H", "H", "H", "H", "H", "H", "H", "H", "H", "H", "H", "H", "H", "H", "H", "H", "H", "H", "H", "H", "H"],
  "coordinates": [[-0.66, 1.17, -0.41], [3.51, -1.07, 0.35], [2.45, 0.25, 0.12], [3.40, 1.33, -0.99], [4.72, 1.71, -0.75], [5.38, 2.53, -1.64], [4.73, 3.00, -2.78], [3.42, 2.63, -3.03], [2.76, 1.80, -2.14], [2.67, 1.02, 1.77], [2.35, 0.23, 2.87], [2.43, 0.74, 4.16], [2.83, 2.06, 4.35], [3.15, 2.85, 3.26], [3.07, 2.34, 1.98], [3.23, -2.42, 0.23], [4.28, -3.35, 0.34], [3.99, -4.69, 0.24], [2.68, -5.09, 0.04], [1.72, -4.10, -0.06], [1.97, -2.79, 0.04], [4.48, -0.86, 0.51], [5.22, 1.38, 0.16], [6.41, 2.83, -1.44], [5.25, 3.66, -3.46], [2.91, 3.01, -3.90], [1.73, 1.52, -2.34], [2.06, -0.80, 2.73], [2.19, 0.11, 5.00], [2.89, 2.46, 5.36], [3.46, 3.88, 3.41], [3.31, 2.97, 1.13], [5.30, -3.00, 0.50], [4.79, -5.42, 0.32], [2.40, -6.13, -0.05], [0.68, -4.37, -0.22], [0.50, 3.26, 0.22], [0.62, 4.03, -1.35], [1.47, 5.18, -1.33], [2.17, 6.09, -1.32], [0.07, 3.60, -2.52], [-0.94, 2.20, -2.75], [0.36, 4.34, -3.71], [0.58, 4.94, -4.67], [-1.27, -2.81, -1.09], [-2.41, -1.84, -1.42], [-3.71, -2.66, -1.54], [-2.09, -1.22, -2.79], [-2.58, -0.51, -0.06], [-4.12, 0.64, -0.26], [-5.34, -0.06, 0.38], [-3.91, 2.00, 0.41], [-4.47, 0.91, -1.73], [-2.32, -1.17, 1.73], [-2.66, -0.10, 2.77], [-0.84, -1.54, 1.97], [-3.17, -2.41, 2.01], [-1.13, -3.49, -1.94], [-1.49, -3.42, -0.21], [-0.32, -2.30, -0.92], [-3.53, -3.50, -2.23], [-4.53, -2.08, -1.96], [-4.03, -3.08, -0.59], [-2.02, -2.02, -3.53], [-1.12, -0.71, -2.78], [-2.84, -0.52, -3.13], [-5.23, -0.18, 1.45], [-5.54, -1.03, -0.07], [-6.22, 0.56, 0.21], [-3.72, 1.93, 1.48], [-4.82, 2.60, 0.28], [-3.09, 2.56, -0.05], [-4.73, 0.00, -2.28], [-3.67, 1.43, -2.26], [-5.35, 1.56, -1.76], [-2.05, 0.80, 2.65], [-2.44, -0.50, 3.77], [-3.71, 0.19, 2.77], [-0.18, -0.68, 1.83], [-0.47, -2.34, 1.34], [-0.73, -1.86, 3.01], [-4.24, -2.22, 1.92], [-2.99, -2.74, 3.04], [-2.92, -3.25, 1.36]],
  "orbital_gap_ev": 7.87,
  "fmax_ev_per_a": 0.39,
  "total_energy_ev": -84394.79783,
  "lumo_energy_ev": -0.14,
  "relative_energy_kcal_mol": 0.0
}


Record 3
{
  "formula": "C33H42NO5",
  "method": "wB97M-V/def2-TZVPD",
  "species": ["C", "C", "C", "O", "C", "O", "C", "C", "C", "C", "C", "C", "N", "C", "C", "C", "C", "C", "C", "C", "C", "C", "O", "O", "H", "H", "H", "H", "H", "H", "H", "H", "H", "H", "H", "H", "H", "H", "H", "H", "H", "H", "H", "H", "H", "C", "C", "C", "C", "C", "C", "O", "C", "C", "C", "C", "C", "C", "C", "C", "H", "H", "H", "H", "H", "H", "H", "H", "H", "H", "H", "H", "H", "H", "H", "H", "H", "H", "H", "H", "H"],
  "coordinates": [[-1.18, -4.17, -3.36], [-2.37, -3.63, -2.58], [-3.69, -4.14, -3.14], [-2.30, -4.04, -1.20], [-1.28, -3.48, -0.46], [-0.91, -4.05, 0.55], [-0.76, -2.20, -0.91], [0.15, -1.51, -0.05], [1.21, -0.63, -0.60], [1.46, -0.45, -1.98], [2.40, 0.47, -2.44], [3.11, 1.27, -1.50], [3.95, 2.26, -1.92], [4.38, 2.36, -3.30], [3.28, 1.97, -4.27], [2.67, 0.62, -3.90], [4.80, 2.97, -0.99], [4.14, 3.16, 0.36], [3.69, 1.81, 0.91], [2.93, 1.02, -0.11], [2.04, 0.04, 0.31], [-1.50, -1.48, -1.93], [-1.40, -0.28, -2.17], [-2.43, -2.19, -2.64], [-0.23, -3.79, -2.95], [-1.19, -5.26, -3.31], [-1.27, -3.86, -4.41], [-4.52, -3.71, -2.57], [-3.78, -3.85, -4.18], [-3.73, -5.23, -3.06], [0.46, -2.14, 0.78], [0.91, -1.05, -2.71], [4.70, 3.39, -3.47], [5.26, 1.71, -3.46], [2.50, 2.74, -4.26], [3.70, 1.94, -5.28], [3.36, -0.18, -4.22], [1.74, 0.47, -4.46], [5.76, 2.43, -0.87], [5.04, 3.95, -1.45], [4.85, 3.62, 1.05], [3.28, 3.83, 0.26], [4.56, 1.23, 1.24], [3.06, 1.96, 1.79], [1.96, -0.19, 1.37], [-1.93, -2.20, 4.99], [-1.49, -1.80, 3.57], [-0.07, -2.34, 3.38], [-2.50, -2.42, 2.61], [-1.46, -0.27, 3.36], [-1.28, 0.32, 2.04], [-0.89, -0.36, 1.00], [-1.55, 1.74, 1.91], [-1.79, 2.40, 0.53], [-2.08, 3.89, 0.65], [-2.99, 1.73, -0.16], [-0.55, 2.24, -0.34], [-1.61, 2.52, 3.06], [-1.59, 1.95, 4.33], [-1.56, 0.57, 4.46], [-2.92, -1.81, 5.23], [-1.98, -3.30, 5.05], [-1.21, -1.87, 5.75], [0.42, -1.82, 2.55], [0.53, -2.15, 4.28], [-0.08, -3.41, 3.17], [-2.29, -2.11, 1.58], [-2.44, -3.52, 2.65], [-3.51, -2.10, 2.88], [-1.22, 4.43, 1.08], [-2.27, 4.31, -0.35], [-2.97, 4.08, 1.27], [-2.73, 0.71, -0.47], [-3.85, 1.70, 0.52], [-3.26, 2.29, -1.06], [-0.44, 1.19, -0.64], [-0.62, 2.84, -1.25], [0.35, 2.54, 0.21], [-1.69, 3.60, 2.98], [-1.64, 2.58, 5.21], [-1.64, 0.13, 5.46]],
  "orbital_gap_ev": 6.33,
  "fmax_ev_per_a": 1.56,
  "total_energy_ev": -46632.59352,
  "total_charge": -1,
  "lumo_energy_ev": 2.52,
  "relative_energy_kcal_mol": 0.3
}


Record 4
{
  "formula": "C33H42P2ReS6Si2Te",
  "method": "wB97M-V/def2-TZVPD",
  "species": ["Re", "S", "P", "C", "P", "S", "C", "C", "C", "C", "C", "C", "C", "C", "C", "C", "C", "C", "C", "C", "C", "C", "C", "C", "C", "C", "C", "C", "C", "C", "H", "H", "H", "H", "H", "H", "H", "H", "H", "H", "H", "H", "H", "H", "H", "H", "H", "H", "H", "H", "S", "S", "S", "S", "C", "Si", "C", "C", "C", "Te", "C", "Si", "C", "C", "C", "H", "H", "H", "H", "H", "H", "H", "H", "H", "H", "H", "H", "H", "H", "H", "H", "H", "H", "H", "H", "H", "H"],
  "coordinates": [[0.56, 0.51, 1.07], [-1.56, 0.00, 2.19], [-2.18, 0.88, 0.46], [-0.65, 1.14, -0.33], [-0.39, 1.22, -2.09], [0.23, -0.45, -2.89], [-1.96, 1.77, -2.84], [-2.66, 0.93, -3.69], [-3.87, 1.34, -4.23], [-4.39, 2.58, -3.92], [-3.69, 3.43, -3.08], [-2.47, 3.03, -2.55], [0.72, 2.63, -2.39], [1.25, 2.76, -3.67], [2.05, 3.85, -3.98], [2.33, 4.80, -3.01], [1.82, 4.66, -1.73], [1.01, 3.58, -1.42], [-3.29, -0.19, -0.47], [-2.85, -1.49, -0.70], [-3.60, -2.35, -1.47], [-4.80, -1.92, -2.02], [-5.24, -0.62, -1.80], [-4.48, 0.25, -1.04], [-3.08, 2.39, 0.89], [-2.46, 3.63, 0.76], [-3.11, 4.78, 1.17], [-4.38, 4.70, 1.72], [-4.99, 3.46, 1.88], [-4.34, 2.31, 1.48], [-2.26, -0.05, -3.92], [-4.41, 0.67, -4.90], [-5.34, 2.90, -4.34], [-4.08, 4.42, -2.84], [-1.91, 3.71, -1.92], [1.04, 2.01, -4.42], [2.46, 3.95, -4.98], [2.97, 5.65, -3.25], [2.05, 5.39, -0.97], [0.64, 3.45, -0.41], [-1.90, -1.83, -0.28], [-3.25, -3.36, -1.65], [-5.40, -2.60, -2.62], [-6.17, -0.28, -2.25], [-4.80, 1.28, -0.92], [-1.46, 3.68, 0.35], [-2.62, 5.74, 1.06], [-4.89, 5.60, 2.04], [-5.97, 3.40, 2.33], [-4.82, 1.35, 1.62], [-0.21, -4.04, -0.10], [1.70, -4.02, 0.39], [1.83, -1.00, 2.49], [2.64, 0.94, 0.13], [5.27, -4.79, -0.42], [5.14, -3.01, -1.00], [4.20, -2.92, -2.62], [6.85, -2.28, -1.22], [4.26, -1.99, 0.35], [2.26, -1.46, -0.18], [0.77, -2.22, 3.29], [1.17, -2.43, 5.13], [0.28, -3.98, 5.69], [3.02, -2.62, 5.37], [0.54, -0.93, 6.06], [5.72, -5.42, -1.19], [4.29, -5.21, -0.19], [5.89, -4.86, 0.48], [4.83, -3.29, -3.43], [3.90, -1.90, -2.89], [3.30, -3.54, -2.59], [7.42, -2.84, -1.96], [7.42, -2.29, -0.28], [6.80, -1.24, -1.56], [4.75, -1.03, 0.52], [4.22, -2.51, 1.30], [0.90, -3.17, 2.79], [-0.27, -1.93, 3.17], [0.66, -4.86, 5.16], [-0.80, -3.91, 5.48], [0.40, -4.16, 6.76], [3.37, -3.59, 5.01], [3.28, -2.55, 6.43], [3.58, -1.84, 4.85], [-0.54, -0.81, 5.93], [1.02, -0.01, 5.69], [0.75, -1.00, 7.13]],
  "orbital_gap_ev": [6.27, 5.90],
  "multiplicity": 4,
  "s_squared": 3.981,
  "fmax_ev_per_a": 0.95,
  "total_energy_ev": -143673.11557,
  "lumo_energy_ev": [-0.99, -1.22],
  "relative_energy_kcal_mol": 65.5
}


Record 5
{
  "formula": "C33H43Br2N2O11P",
  "method": "wB97M-V/def2-TZVPD",
  "species": ["C", "C", "O", "N", "C", "C", "C", "C", "C", "C", "C", "C", "O", "N", "O", "C", "C", "C", "O", "C", "C", "C", "O", "C", "O", "C", "C", "C", "C", "Br", "C", "C", "Br", "C", "C", "C", "C", "O", "H", "H", "H", "H", "H", "H", "H", "H", "H", "H", "H", "H", "H", "H", "H", "H", "H", "H", "H", "H", "H", "H", "H", "H", "H", "H", "H", "H", "C", "C", "O", "P", "O", "O", "C", "C", "O", "C", "C", "H", "H", "H", "H", "H", "H", "H", "H", "H", "H", "H", "H", "H", "H", "H"],
  "coordinates": [[-6.33, -5.54, 1.19], [-5.92, -4.09, 1.47], [-6.75, -3.22, 1.32], [-4.57, -3.87, 1.86], [-3.74, -4.15, 0.66], [-4.36, -2.47, 2.31], [-5.05, -2.17, 3.67], [-4.08, -1.55, 4.71], [-4.21, 0.02, 4.78], [-3.10, 0.60, 3.90], [-1.86, 0.74, 4.51], [-0.76, 1.20, 3.79], [0.49, 1.36, 4.36], [0.42, 1.97, 5.62], [1.47, 1.90, 6.13], [-0.95, 1.51, 2.45], [-2.19, 1.38, 1.83], [-3.30, 0.92, 2.55], [-4.53, 0.76, 1.97], [-5.28, 1.98, 1.84], [-5.41, 2.83, 3.11], [-6.86, 3.44, 3.16], [-4.51, 3.96, 3.11], [-2.23, 1.72, 0.35], [-3.10, 2.34, -0.22], [-1.00, 1.27, -0.44], [-1.16, 0.73, -1.70], [0.00, 0.29, -2.37], [-0.20, -0.33, -3.72], [-0.16, 0.76, -5.31], [-0.44, -1.64, -3.81], [-0.70, -2.41, -5.09], [-0.46, -2.69, -2.19], [1.23, 0.42, -1.75], [1.39, 0.97, -0.47], [0.25, 1.39, 0.19], [0.25, 1.96, 1.60], [1.13, 2.68, 2.03], [-6.83, -5.99, 2.06], [-5.49, -6.19, 0.93], [-7.04, -5.58, 0.35], [-2.69, -3.87, 0.86], [-4.13, -3.58, -0.20], [-3.74, -5.21, 0.40], [-4.75, -1.82, 1.50], [-3.28, -2.31, 2.34], [-5.87, -1.47, 3.44], [-5.48, -3.11, 4.03], [-4.14, -2.02, 5.70], [-3.06, -1.76, 4.34], [-4.07, 0.33, 5.83], [-5.21, 0.27, 4.40], [-1.74, 0.49, 5.57], [-6.29, 1.67, 1.56], [-4.93, 2.64, 1.03], [-5.29, 2.29, 4.05], [-7.62, 2.73, 2.79], [-6.93, 4.34, 2.54], [-7.13, 3.65, 4.20], [-4.52, 4.27, 4.02], [-2.13, 0.63, -2.19], [-1.79, -2.62, -5.12], [-0.20, -3.38, -5.12], [-0.47, -1.82, -5.98], [2.13, 0.07, -2.26], [2.36, 1.05, 0.02], [8.51, -1.99, -4.66], [7.71, -0.94, -5.42], [6.90, -0.15, -4.56], [7.63, 0.95, -3.58], [8.13, 1.96, -4.56], [6.31, 1.73, -3.01], [6.10, 3.12, -3.25], [5.29, 3.34, -4.51], [7.54, -0.05, -2.25], [8.69, -0.13, -1.39], [9.11, 1.24, -0.88], [9.31, -1.52, -4.08], [8.96, -2.71, -5.34], [7.87, -2.52, -3.95], [8.37, -0.30, -6.01], [7.03, -1.44, -6.11], [7.05, 3.65, -3.29], [5.55, 3.52, -2.39], [5.69, 2.78, -5.36], [5.28, 4.40, -4.78], [4.26, 3.01, -4.36], [9.52, -0.60, -1.93], [8.42, -0.77, -0.56], [9.45, 1.88, -1.69], [9.93, 1.14, -0.16], [8.27, 1.74, -0.39]],
  "orbital_gap_ev": 8.63,
  "fmax_ev_per_a": 7.60,
  "total_energy_ev": -209791.40733,
  "lumo_energy_ev": -0.58,
  "smiles": "CC(=O)N(C)CCCCc1cc(ON=O)c2c(c1OC[C@H](C)O)C(=O)c1cc(/C(Br)=C(/C)Br)ccc1C2=O.CCOP(=O)(OCC)OCC"
}